# C13H25N5O4

A single C13H25N5O4 molecule in a non-equilibrium geometry (ωB97M-V with the def2-TZVPD basis set, the Open Molecules 2025 dataset).

```
47
Properties=species:S:1:pos:R:3:forces:R:3
O -1.7861 0.9638 3.9399 -0.42 0.11 0.02
O -2.6766 -2.1953 0.0693 -0.85 0.36 -0.10
O 1.0253 -0.3940 1.5249 -0.80 -0.31 0.12
O 0.3382 -1.6900 -2.3951 0.36 0.89 0.93
C -1.1463 0.0576 4.4511 -0.10 2.91 0.18
C -1.7779 -2.8705 0.5313 -0.49 1.30 0.66
C -0.1814 -0.5206 1.2915 1.30 0.08 1.30
C 0.8762 -0.9011 -1.5972 -0.44 -1.41 -1.76
N -1.1354 -3.7538 -0.2065 1.75 -1.40 0.94
N 2.1742 -1.0294 -1.2553 0.21 2.17 1.74
N -0.2533 4.5553 -2.8852 -0.04 -0.20 -0.72
N -0.8404 -1.0189 3.7666 0.58 -2.45 -2.61
N -0.7054 -0.1345 0.1215 -0.56 -0.22 0.08
C -0.5376 0.2152 5.8147 -0.86 -0.17 0.32
C 3.1254 -1.9389 -1.8242 -0.29 -0.73 0.53
C 0.7381 3.7970 -2.1424 0.20 -0.32 -0.57
C 1.1599 2.5070 -2.8715 -0.86 0.28 -0.06
C -0.0159 1.5413 -3.2030 -0.61 1.15 0.36
C -1.3416 -2.6673 1.9815 1.21 -0.53 -0.34
C -0.7908 1.0680 -1.9403 1.77 0.14 -0.55
C -1.1702 -1.1702 2.3261 -0.17 -0.17 0.14
C 0.1270 0.2837 -0.9962 -0.22 0.92 0.69
H -1.3474 -3.8007 -1.1739 -0.01 -0.03 -0.77
H -0.2944 -4.1936 0.1765 -0.66 0.22 -0.63
H 2.5160 -0.3797 -0.5122 -0.59 -0.93 -0.99
H -1.1217 4.0271 -2.9565 0.14 0.44 0.13
H -0.4037 5.4270 -2.4015 -0.40 0.08 -0.07
H -0.2588 -1.7260 4.1724 0.24 -0.06 0.08
H -1.6918 -0.3256 -0.0552 0.42 -0.02 -0.01
H 0.5261 0.0771 5.7381 0.47 -0.28 0.22
H -1.0177 -0.5156 6.4762 0.44 0.07 0.15
H -0.7414 1.2209 6.1886 -0.05 -0.23 -0.16
H 3.5548 -1.5364 -2.7251 0.29 0.14 -0.45
H 2.5816 -2.8576 -2.0802 0.43 0.06 0.11
H 3.9213 -2.1068 -1.0729 -0.44 -0.16 -0.54
H 0.3381 3.6008 -1.1759 0.01 -0.54 1.23
H 1.5999 4.4481 -2.0200 0.23 -0.07 0.07
H 1.6500 2.8472 -3.7764 0.01 -0.18 -0.42
H 1.9097 1.9606 -2.3091 0.21 0.03 0.28
H -0.7933 2.0846 -3.7885 0.76 -0.37 -0.09
H 0.3698 0.7139 -3.8062 -0.30 -0.02 0.18
H -0.3718 -3.2105 2.1284 -0.69 0.42 0.15
H -2.1076 -3.1486 2.5866 0.01 0.17 0.28
H -1.5874 0.4308 -2.2415 -0.84 -0.51 -0.30
H -1.1970 1.9435 -1.3955 0.20 -0.54 -0.17
H -2.1230 -0.6865 2.1756 -0.34 0.15 0.04
H 0.8842 1.0014 -0.6531 -0.20 -0.26 0.37
```
Forces are in eV/Å.

As for the HOMO energy: -9.196 eV. The calculation puts the energy above the lowest of the compared OMol25 structures with the same formula, charge and spin at 0.0 kJ/mol. Its multiplicity is 1. As for the orbital gap: 9.72 eV. As for the SMILES: CNC(=O)[C@@H](CCCCN)NC(=O)[C@@H](CC(N)=O)NC(C)=O. The calculation puts the strongest force on any atom at 3.624 eV/Å. The calculation puts the electronic energy at -1085.1783 hartree.

Per-atom Mulliken charges, elementary charge units: -0.648, -0.689, -0.745, -0.709, 0.822, 0.489, 0.340, 0.082, -0.335, -0.010, -0.619, -0.151, 0.004, -1.222, -0.967, -0.632, -0.607, -1.198, -0.847, -1.035, -0.102, 0.053, 0.262, 0.213, 0.318, 0.236, 0.237, 0.254, 0.478, 0.345, 0.309, 0.321, 0.303, 0.309, 0.331, 0.328, 0.440, 0.470, 0.274, 0.475, 0.391, 0.407, 0.362, 0.549, 0.460, 0.383, 0.270